Entry from the Open Molecules 2025 dataset: a structure of composition C22H16Br4Cl6O2P2Ru (ωB97M-V/def2-TZVPD).

Values from the calculation:
Expectation value of S² ... 0.8258
HOMO-LUMO gap (spin up / spin down) ... 4.424 / 5.044 eV
Total energy ... -14833.2730 hartree
Total charge ... -1
Multiplicity ... 2
Strongest force on any atom ... 3.2 eV Å⁻¹
HOMO (spin up / spin down) ... -3.6 / -3.6 eV

XYZ file:
```
53
Properties=species:S:1:pos:R:3:forces:R:3:lowdin_charge:R:1
Ru -0.358 -0.830 -0.127 3.1 0.4 -0.2 0.77
Br 3.955 -6.693 -0.984 0.0 -0.1 -0.1 0.65
C 3.277 -5.001 -0.489 0.7 0.1 0.6 -0.79
C 3.851 -4.299 0.574 0.1 -0.8 -0.6 -0.79
Br 5.266 -5.071 1.556 0.1 0.0 0.1 0.66
C 3.394 -3.033 0.892 -0.6 0.7 -0.1 -0.66
Br 4.162 -2.015 2.295 0.0 0.1 0.0 0.71
C 2.334 -2.418 0.197 0.6 -2.2 -1.0 -0.50
O 1.985 -1.224 0.384 -1.9 2.3 0.1 -0.19
C 1.622 -3.227 -0.804 2.2 -0.7 1.3 -0.47
O 0.552 -2.789 -1.308 -2.4 1.8 0.0 -0.23
C 2.205 -4.452 -1.173 -0.7 0.5 0.1 -0.65
Br 1.386 -5.353 -2.625 -0.1 0.0 -0.1 0.70
C -2.147 3.220 -0.906 1.1 -0.1 0.0 -0.24
P -1.742 1.464 -0.451 -1.6 -1.7 0.5 0.81
C -2.733 1.372 1.090 0.1 0.1 -0.1 -0.27
C -2.849 0.648 -1.667 0.1 0.1 -0.2 -0.45
C -4.224 0.818 -1.656 0.0 0.0 -0.1 -0.10
C -5.019 0.161 -2.579 -0.1 0.0 0.0 -0.08
C -4.437 -0.663 -3.526 -0.1 -0.1 0.0 -0.08
C -3.061 -0.823 -3.560 0.0 0.0 0.0 -0.09
C -2.255 -0.169 -2.638 -0.1 0.1 -0.1 -0.43
P -0.438 -0.363 -2.568 -0.7 -0.1 -0.2 0.87
C -0.069 -1.540 -3.921 0.1 0.0 0.5 -0.25
C 0.062 1.227 -3.365 0.2 -0.2 0.5 -0.24
H -3.225 3.341 -0.997 0.0 -0.3 0.1 0.04
H -1.678 3.481 -1.852 0.0 0.1 -0.1 0.03
H -1.761 3.876 -0.128 0.0 0.1 0.0 0.02
H -3.649 1.954 0.994 -0.1 0.0 0.0 0.04
H -2.143 1.780 1.910 0.0 0.0 0.0 0.03
H -2.953 0.326 1.301 0.0 0.0 0.0 0.00
H -4.688 1.450 -0.911 0.0 0.0 0.1 0.10
H -6.092 0.292 -2.552 -0.1 0.0 0.0 0.10
H -5.058 -1.194 -4.234 0.0 0.0 0.0 0.10
H -2.626 -1.480 -4.297 0.0 -0.1 -0.1 0.09
H -0.431 -1.172 -4.882 0.0 0.1 0.1 0.05
H -0.511 -2.506 -3.679 0.1 0.0 0.0 0.04
H 1.013 -1.666 -3.961 0.0 -0.1 0.0 0.05
H -0.618 1.476 -4.179 0.0 -0.1 0.0 0.05
H 1.076 1.120 -3.743 0.1 0.1 0.0 0.04
H 0.045 2.016 -2.613 0.1 0.1 -0.1 0.01
Cl 0.539 2.638 1.048 0.4 0.6 -0.2 0.69
C 0.429 1.420 2.259 0.0 -0.5 -0.3 -0.72
C 0.168 0.118 1.862 -1.0 -1.0 -0.6 -0.27
C 0.124 -0.826 2.885 0.0 -0.2 -0.1 -0.68
Cl -0.127 -2.473 2.419 0.1 0.0 0.3 0.70
C 0.263 -0.508 4.230 0.1 0.0 -0.2 -0.71
Cl 0.165 -1.722 5.441 0.0 -0.1 0.1 0.68
C 0.480 0.820 4.585 0.0 0.0 -0.1 -0.71
Cl 0.614 1.255 6.241 0.0 0.1 0.2 0.67
C 0.580 1.787 3.593 0.0 0.0 0.2 -0.71
Cl 0.863 3.429 4.032 0.0 0.1 0.0 0.66
Cl -2.410 -2.048 0.086 0.2 0.9 -0.2 -0.07
```
Positions in Å, forces in eV/Å.

---

Entry from the Open Molecules 2025 dataset: the molecule C17H20BrFN6O2 (ωB97M-V/def2-TZVPD).

Values from the calculation:
HOMO-LUMO gap ... 9.427 eV
Total energy ... -3812.6674 hartree
Multiplicity ... 1
Strongest force on any atom ... 0.1 eV Å⁻¹
Structure (SMILES) ... O=C(NCC[C@@H](F)Cn1cc(C2(C3CC3)CC2)nn1)c1ncnc(O)c1Br
HOMO ... -9.3 eV

XYZ file:
```
47
Properties=species:S:1:pos:R:3:forces:R:3:lowdin_charge:R:1
O 0.520 -0.007 -1.893 -0.1 0.1 0.0 0.08
C -0.241 -0.938 -1.717 0.1 -0.1 0.0 -0.46
N -0.325 -1.627 -0.560 0.0 0.0 0.0 0.07
C 0.490 -1.266 0.593 0.0 0.0 0.0 -0.15
C 0.139 0.116 1.133 0.0 0.0 0.0 -0.12
C -1.260 0.212 1.698 0.0 0.0 0.0 -0.32
F -1.242 -0.277 3.010 0.0 0.0 0.0 -0.02
C -1.812 1.633 1.735 0.0 0.0 0.0 -0.07
N -2.396 1.998 0.459 0.0 0.0 0.0 -0.13
C -1.811 2.274 -0.728 0.0 0.0 0.0 0.01
C -2.858 2.461 -1.593 0.0 0.0 0.0 -0.24
C -2.844 2.819 -3.034 0.0 0.0 0.0 -0.37
C -3.073 4.280 -3.295 0.0 0.0 0.0 -0.24
C -3.650 4.790 -4.582 0.0 0.0 0.0 -0.11
C -4.470 4.825 -3.321 0.0 0.0 0.0 -0.10
C -1.903 2.048 -3.920 0.0 0.0 0.0 -0.04
C -3.382 1.775 -3.971 0.0 0.0 0.0 -0.06
N -4.012 2.285 -0.894 0.0 0.0 0.0 0.07
N -3.729 2.000 0.334 0.0 0.0 0.0 0.04
C -1.118 -1.418 -2.860 0.0 0.1 0.0 -0.22
N -0.443 -1.635 -3.996 0.0 -0.1 0.0 0.15
C -1.154 -1.984 -5.049 0.0 0.0 0.0 -0.17
N -2.477 -2.129 -5.102 0.0 0.0 0.0 0.16
C -3.138 -1.905 -3.985 0.0 0.0 0.0 -0.45
O -4.465 -2.019 -4.000 0.0 0.0 0.0 0.07
C -2.490 -1.548 -2.794 0.0 0.0 0.0 -0.52
Br -3.528 -1.191 -1.264 0.0 0.0 0.0 0.90
H -1.004 -2.364 -0.480 0.0 0.0 0.0 0.12
H 0.340 -2.031 1.354 0.0 0.0 0.0 0.13
H 1.540 -1.283 0.298 0.0 0.0 0.0 0.13
H 0.839 0.394 1.925 0.0 0.0 0.0 0.13
H 0.267 0.832 0.324 0.0 0.0 0.0 0.09
H -1.962 -0.412 1.139 0.0 0.0 0.0 0.11
H -2.618 1.684 2.464 0.0 0.0 0.0 0.13
H -1.038 2.351 2.007 0.0 0.0 0.0 0.14
H -0.746 2.313 -0.876 0.0 0.0 0.0 0.13
H -2.324 4.918 -2.838 0.0 0.0 0.0 0.14
H -3.261 5.724 -4.964 0.0 0.0 0.0 0.10
H -3.931 4.082 -5.349 0.0 0.0 0.0 0.09
H -5.268 4.102 -3.224 0.0 0.0 0.0 0.11
H -4.662 5.782 -2.857 0.0 0.0 0.0 0.10
H -1.476 2.591 -4.753 0.0 0.0 0.0 0.11
H -1.243 1.320 -3.466 0.0 0.0 0.0 0.08
H -3.762 0.872 -3.512 0.0 0.0 0.0 0.08
H -3.928 2.094 -4.847 0.0 0.0 0.0 0.10
H -0.612 -2.170 -5.969 0.0 0.0 0.0 0.12
H -4.718 -2.250 -4.906 0.0 0.0 0.0 0.13
```
Positions in Å, forces in eV/Å.

---

Entry from the Open Molecules 2025 dataset: a structure of composition C3H4O5Tm (ωB97M-V/def2-TZVPD).

Values from the calculation:
Expectation value of S² ... 3.7803
HOMO-LUMO gap (spin up / spin down) ... 5.847 / 5.110 eV
Total energy ... -1577.9597 hartree
Multiplicity ... 4
Strongest force on any atom ... 5.8 eV Å⁻¹
HOMO (spin up / spin down) ... -5.6 / -7.1 eV

XYZ file:
```
13
Properties=species:S:1:pos:R:3:forces:R:3:lowdin_charge:R:1
C 0.367 1.276 1.673 -3.2 -2.3 2.5 -0.21
C 0.758 1.783 0.474 0.8 -0.4 -4.2 0.00
O 1.140 1.011 -0.629 1.4 2.1 2.2 0.05
C 0.278 0.409 -1.472 -4.1 -3.9 1.4 -0.75
O 0.720 -0.671 -1.983 0.9 0.0 -1.0 -0.23
O -0.942 0.624 -1.344 1.1 1.3 -0.5 0.01
O -0.215 0.137 1.903 2.1 2.0 -1.2 -0.01
H 0.285 2.052 2.462 0.2 -0.5 -0.1 0.13
H 0.694 2.849 0.254 0.4 -0.2 0.4 0.14
H -0.609 -1.285 0.400 -1.2 -4.1 -1.8 0.23
O -0.885 -2.369 -0.109 1.3 4.5 2.1 -0.36
H -1.466 -2.803 0.518 -0.2 0.0 0.3 0.04
Tm -0.125 -3.014 -2.148 0.5 1.4 -0.1 0.98
```
Positions in Å, forces in eV/Å.